Entry 1:
The following is a quantum chemistry calculation of a cluster of 7 separate species, C14H40ClO14S6 in total at a distorted geometry, from the Open Molecules 2025 dataset.

The geometry in XYZ format:
```
75
Properties=species:S:1:pos:R:3:forces:R:3
C 6.3553 -4.9818 -1.8529 0.09 1.13 0.00
H 2.4818 -1.2414 -1.8280 -0.18 0.10 0.15
H 3.3698 4.7053 -2.4099 -0.35 0.00 0.54
H 2.2809 1.3019 3.6012 0.09 0.33 -0.92
C -3.3307 3.3704 -1.8151 1.11 -0.74 0.19
H -4.5032 0.4530 0.4196 0.07 -0.02 0.76
H -1.8366 -1.2884 2.3699 -0.02 0.09 -0.11
H -3.2027 1.2461 4.9821 -0.33 0.25 -0.01
H -2.7643 3.6571 -0.9250 -0.69 0.13 0.40
C 2.3595 0.2810 3.2324 -0.50 -1.01 1.09
H 3.0827 -1.0431 -0.1824 -0.14 -0.05 0.05
C -2.1891 -0.3937 2.8701 -1.15 0.48 0.96
S 1.1943 4.4579 -3.1803 -1.06 0.89 0.65
H -5.9413 -0.0464 -0.3588 -0.17 0.43 -0.17
S -6.1943 2.1635 0.6074 0.17 0.56 1.15
H -2.5764 2.6723 -2.1927 -0.30 0.10 -0.71
H 7.2496 -5.5697 -1.6680 -0.18 -0.19 0.15
O 5.9476 -4.9640 0.6781 -0.30 0.45 0.23
C -3.8255 0.3510 5.0129 0.02 -0.19 -1.08
H 1.0387 2.6765 -4.9011 0.08 0.72 -0.34
O -0.3769 1.7741 1.0191 -0.28 0.33 0.25
C 2.8332 3.8195 -2.7546 0.61 0.52 -1.20
H 3.4208 3.5851 -3.6480 -0.33 -0.50 -0.12
H -0.8621 -1.7014 -1.6979 0.13 0.01 -0.15
H -1.8202 -1.1867 -3.1062 -0.30 0.29 0.31
H 1.4380 -0.2213 3.5397 0.14 -0.05 0.41
H -0.5748 3.2377 -4.4152 -0.06 0.30 0.43
C -4.6269 2.6106 -1.5221 0.62 0.54 -0.02
O 1.4609 1.6160 -0.3834 0.69 -0.12 -0.93
Cl 0.1642 1.0718 -0.1147 -0.47 0.19 2.63
H -1.4723 0.4246 2.8501 0.13 -0.12 0.02
O -0.7345 1.2393 -1.2126 -0.03 -0.39 -1.13
O 1.3360 5.6894 -4.0371 0.35 -1.08 0.00
C -2.5680 -3.0465 0.1190 0.61 0.11 -1.18
O 6.8842 -2.8595 -0.2717 -0.61 -0.32 -0.16
H -4.4650 1.5313 -1.4864 0.04 0.08 -0.40
C 2.9185 -1.7666 -0.9790 0.75 0.26 -0.09
C 5.0099 0.1540 2.9683 0.84 -0.14 0.20
S -2.5933 -0.9317 4.5678 0.47 -0.89 0.92
H 5.4606 -5.5539 -2.0805 0.14 -0.28 0.27
H 2.8265 3.0202 -2.0189 -0.28 0.03 0.01
C -1.7578 -1.9021 -2.2887 -0.16 -0.03 0.68
O 0.2789 -0.3235 0.2871 0.09 -0.22 -0.90
H 5.9879 -0.2028 3.3007 -0.06 0.33 0.51
O -6.1975 2.6268 2.0011 0.63 -0.58 -2.40
H 5.0834 -1.7110 -1.5375 -0.07 0.04 0.52
C 0.4411 3.0761 -4.0734 1.72 -1.11 -0.25
O 4.5085 -3.5586 -0.7002 0.93 -0.27 1.37
H 0.5613 2.2390 -3.3777 -0.77 0.19 0.42
H -4.3444 0.2694 5.9646 0.63 -0.49 0.28
H -4.6211 0.3705 4.2643 0.20 0.21 -0.23
H 5.0158 1.2375 2.8558 -0.08 0.03 0.22
H -6.0088 -0.1731 1.3338 0.33 0.51 0.54
S -3.1230 -1.6771 -1.0540 0.70 -0.70 -0.04
H 4.0675 -2.7788 -2.4724 0.00 0.24 -0.03
O 3.8776 0.5610 5.4143 0.06 -0.62 -1.11
H -5.3996 2.8897 -2.2409 -0.11 -0.29 0.08
H -3.4111 4.2584 -2.4365 -0.27 -0.15 -0.15
H -3.3104 -3.2419 0.8870 -0.12 0.19 -0.11
O -3.2185 -2.2985 4.4434 -0.11 0.94 -0.16
H 4.9809 -0.2896 1.9702 -0.94 -0.20 0.13
S 6.0053 -3.9942 -0.3682 0.27 -0.98 -1.09
H -1.5876 -2.8356 0.5509 -0.22 0.68 0.17
H -2.3407 -3.9352 -0.4741 -0.63 -0.10 -0.13
O -7.4517 2.2351 -0.0982 0.91 -0.01 -0.07
S 3.7579 -0.3572 4.2186 0.02 0.51 -0.40
H 2.4297 -0.0132 2.1881 0.36 0.83 -0.20
O -4.4136 -2.0910 -1.6857 0.28 -0.08 0.22
H 6.5556 -4.3283 -2.7033 -0.03 0.15 0.12
C -5.5841 0.4469 0.5495 -0.24 0.27 -1.29
C 4.2269 -2.3816 -1.4604 -0.71 -0.21 -1.40
H -1.7332 -2.8947 -2.7384 -0.22 -0.17 0.35
H 2.2339 -2.5388 -0.6364 -0.01 0.00 -0.05
O -5.0073 3.0249 -0.2079 -2.00 -0.92 2.13
H -3.1565 -0.0221 2.5289 0.19 -0.19 -0.73
```
Positions in Å, forces in eV/Å.

Summary:
Largest force on an atom ... 0.0595 Eh/bohr
Frontier orbital gap ... 0.308 hartree
Energy ... -121355.5040 eV
HOMO energy ... -6.61 eV
Net charge ... -1

=====

Entry 2:
The following is a quantum chemistry calculation of a cluster of 6 separate species, C14H41BClN2O8 in total at a distorted geometry, from the Open Molecules 2025 dataset.

The geometry in XYZ format:
```
67
Properties=species:S:1:pos:R:3:forces:R:3
H 0.3473 1.6790 5.4836 -0.46 -0.35 -0.31
H 4.3892 -1.3223 -1.7617 -0.11 0.30 0.65
H 1.2642 0.3324 4.7216 -0.43 -0.07 -0.14
H 3.9412 -0.7557 -3.2619 -0.56 -0.05 -0.18
H 2.9458 -2.8930 -3.3756 0.19 0.76 0.00
H 2.0021 1.7919 5.1413 0.02 0.16 -0.23
H 2.6672 3.1268 3.4031 -0.24 0.60 -0.23
O -0.8016 -2.3470 -4.2310 0.29 0.33 -0.49
H -1.3333 -1.0839 3.3487 -0.09 -0.04 -0.03
H 4.2694 0.5802 0.0726 0.24 -0.10 0.07
O 0.2225 -1.6332 -6.2528 0.36 0.47 -0.14
H -1.4408 -0.7687 1.0805 0.07 0.03 -0.47
O -1.6653 -3.0577 -6.2948 -0.42 0.35 -0.52
H 1.5115 0.4408 -2.9268 -0.12 -0.06 0.52
C 4.7895 0.8809 -0.8466 0.13 0.09 1.19
C -1.7165 0.2874 1.0593 -0.09 -0.97 -0.19
C -1.8065 -0.1123 3.5018 0.10 -0.11 0.13
C 0.8024 2.0456 3.3323 -1.64 0.64 0.35
C 1.0669 1.4067 4.7108 1.34 0.34 0.70
C 2.2508 -1.2577 -2.0490 -0.41 1.27 -0.52
H 1.7928 -1.0716 -1.0705 0.61 -0.59 0.31
C 2.0630 2.5850 2.6762 0.91 -1.95 0.04
H -3.3218 1.6203 -2.6564 0.35 0.05 0.06
H -1.9481 -0.4699 -2.1381 0.55 0.01 0.14
H 0.0377 4.0739 2.8274 0.34 -0.22 -0.18
C -2.0985 2.2061 2.5623 0.54 0.23 1.26
O 0.8582 -0.0459 2.1803 -0.16 0.42 0.66
H -4.7431 0.0965 -3.8079 0.06 0.10 -0.01
C 3.6450 -0.6484 -2.2089 1.31 -0.72 -0.96
C -0.0840 3.3154 3.6049 0.51 -0.34 -0.30
N 0.1019 1.1220 2.4481 0.61 0.82 -1.31
H 2.8642 -3.2868 -1.7116 -0.44 -0.16 0.15
H 1.5737 -0.7726 -3.8988 -0.57 -0.43 0.04
O -3.1015 0.6855 -2.6509 -0.63 0.06 0.09
H -2.5146 -4.4318 -0.8083 -0.61 -1.14 -0.01
H 0.3985 3.7019 4.5064 -0.45 0.43 0.08
H -1.5959 0.1942 4.5294 0.07 0.22 -0.06
C -4.3271 -0.0192 -2.8068 -0.69 -1.14 0.14
B -2.0825 -3.3589 -0.8774 0.44 0.18 0.27
H -0.3630 -0.7097 -2.5470 0.54 -0.59 0.26
H -2.1198 4.0076 3.7588 0.12 0.08 -0.05
H 5.1251 1.9087 -0.6834 -0.55 0.20 -0.51
H 5.7376 0.3316 -0.9190 -0.26 -0.38 -0.29
H 1.0013 -0.4287 3.0625 0.00 -0.36 -0.30
H -3.1272 1.9869 2.8515 -0.11 -0.23 -0.49
H -2.8862 -0.2395 3.4147 0.02 -0.14 -0.05
H -1.3293 -3.3051 -1.7678 0.82 -0.01 -1.33
O -1.0780 -0.8270 -1.8230 -0.50 0.43 -0.08
C 2.3422 -2.7064 -2.4760 0.41 -0.90 -0.14
C -1.5677 3.0644 3.7225 -0.21 -0.21 0.36
H -5.0935 0.1911 -2.0518 0.20 0.69 -0.03
C -1.3241 0.8748 2.4265 -1.26 0.44 -0.40
H -1.7992 2.5807 4.6782 0.01 -0.19 -0.08
H 1.4072 -3.1655 -2.8036 -0.31 0.19 0.72
O 0.3754 -3.9032 -5.5560 0.34 0.55 -0.06
H -2.7860 0.2942 0.8224 -0.17 0.09 0.73
H -2.8784 -2.5153 -1.0252 -1.20 0.95 -0.01
H 1.8772 3.0604 1.7178 -0.14 0.44 0.23
H -4.1663 -1.0848 -2.6232 0.51 0.07 -0.32
O 3.9242 0.7240 -1.9348 -0.26 -0.14 0.16
H -1.3038 0.7440 0.1605 0.65 0.26 0.44
H 2.6906 1.7159 2.4331 0.00 0.06 -0.06
H -1.2187 -1.7999 -1.5348 -0.07 -0.44 -0.42
H -2.1032 2.7721 1.6313 0.16 -0.05 -0.09
N 1.3000 -0.5610 -2.9336 0.29 0.91 -1.39
Cl -0.4597 -2.7167 -5.6009 -0.46 -1.52 1.17
H -1.4001 -3.1291 0.0451 0.52 0.37 1.44
```
Positions in Å, forces in eV/Å.

Summary:
Largest force on an atom ... 0.0419 Eh/bohr
Frontier orbital gap ... 0.294 hartree
Energy ... -47731.6513 eV
HOMO energy ... -5.84 eV
Net charge ... -1

=====

Entry 3:
The following is a quantum chemistry calculation of a structure of composition C14H41BN3O7V at a distorted geometry, from the Open Molecules 2025 dataset.

The geometry in XYZ format:
```
67
Properties=species:S:1:pos:R:3:forces:R:3
C -3.3632 3.3307 0.3782 -0.15 1.38 1.16
H 3.9638 -3.1481 -3.7484 0.03 -0.10 0.26
H 2.1961 1.7405 4.3823 -0.05 0.25 0.14
C 0.8942 4.1082 3.6849 0.04 -0.41 -0.15
C 3.2104 -2.4329 -3.4059 -0.32 -0.48 -0.44
H 2.3575 -1.1965 0.7416 0.14 0.22 -0.20
H 0.7535 3.8448 4.7365 -0.49 -0.01 -0.06
H 1.1436 3.8087 -0.5921 0.13 1.27 -0.43
H 3.6385 3.7921 1.8100 0.06 0.22 0.22
H -3.3003 -0.6824 -1.0968 -0.09 0.43 1.30
H -5.9967 -4.3269 -4.0944 0.22 0.00 -0.02
H 3.9344 0.0510 4.3621 -0.40 0.37 0.19
H 0.6853 5.1683 3.5417 0.44 0.10 0.07
N 4.9281 -0.9260 -2.5317 -0.44 -0.63 0.54
H -4.9104 -3.8459 -1.2245 -0.09 -0.23 -0.05
C -4.2981 -3.5357 -2.0775 1.67 0.92 0.38
H -1.3710 -2.5206 -0.3772 -0.31 0.44 -0.22
H -4.3470 1.6877 -0.5453 -0.38 0.29 -0.23
H 2.9739 4.1470 4.1044 0.23 0.13 -0.23
B 0.8669 2.7658 -0.1747 0.66 -0.14 -0.31
O 3.8420 1.7880 3.1487 -0.40 -0.04 0.38
O -3.3905 0.9748 1.0642 1.79 1.57 -0.25
H -6.8391 -2.7703 -3.9729 -0.05 -0.01 0.04
H 1.8022 2.1867 0.2051 1.25 -0.94 0.17
H -2.6404 -2.1077 -2.3459 -0.04 -0.61 -0.42
H 0.1864 3.5941 3.0301 -0.06 -0.26 0.25
H -5.1068 2.1689 0.9780 0.03 0.16 0.30
C 1.7429 -1.8191 0.0822 0.14 0.35 0.63
C 3.9379 0.4043 3.3225 0.87 -0.67 -0.52
H 2.1653 3.6034 1.3104 -0.12 0.63 0.38
H -3.2538 3.6781 1.4325 0.32 -0.21 0.21
H 2.9718 -1.8232 -4.2825 0.17 0.33 0.19
H -3.7726 -4.3738 -2.5526 -0.43 -0.27 -0.09
C 2.3211 3.6988 3.3436 0.43 -0.05 -0.27
H -4.6940 -1.2959 -1.4164 -0.33 0.22 0.34
C -3.2031 -2.5854 -1.5377 -0.72 0.72 1.25
H -2.5845 -3.3647 0.4516 -0.50 -0.31 -0.24
H 1.8064 1.7761 2.6612 0.11 -0.27 -0.04
O 2.5260 -2.8824 -0.4454 -0.11 -0.14 0.06
H 0.9814 -2.2190 0.7488 -0.17 -0.26 -0.37
H 4.3661 -1.9365 -0.1975 -0.19 0.11 0.18
C -2.2102 -3.1993 -0.5590 1.00 -0.16 -0.25
H -3.9927 4.1654 0.0021 -0.40 -0.36 -0.51
C 3.6631 -1.6305 -2.2004 -0.41 0.48 -1.11
V -1.1824 1.4669 0.4973 -2.54 1.92 1.02
C -6.2133 -3.4794 -3.4324 0.10 0.15 0.30
C -4.1243 2.0123 0.4984 0.56 -0.95 -1.46
H 0.2160 2.8709 0.7518 -1.16 0.67 1.76
H 3.1776 -0.1397 2.7568 -0.23 0.07 0.08
H 4.3038 -3.4085 -1.1602 0.11 0.04 -0.12
O -5.0655 -2.7886 -3.0000 -0.28 -0.48 -0.39
O -1.0063 0.0954 -0.2761 0.39 -0.80 -0.71
C 3.7696 -2.4778 -0.9475 0.25 -0.22 -0.12
C 2.4881 2.1811 3.4191 -0.57 0.11 -0.03
O -2.1425 3.3379 -0.2823 0.26 -2.77 0.84
H -6.7479 -3.8688 -2.5580 -0.22 0.01 -0.08
H 1.2828 -1.1904 -0.6785 -0.12 -0.04 0.06
H -1.6919 -4.0759 -0.9708 -0.39 -0.30 0.11
H 0.3094 2.1749 -0.9743 -0.87 -1.20 -1.63
H 4.9035 0.0555 2.9367 0.01 0.28 -0.13
H 2.2729 -2.9490 -3.1808 0.16 -0.16 0.13
O -0.7607 1.2647 2.0266 0.15 -0.17 -0.26
H 4.6420 -0.1043 -3.0501 0.36 0.18 0.10
N 2.7044 4.1549 2.0003 0.25 -0.26 -0.07
H 2.8522 -0.9026 -2.0737 0.20 0.07 0.49
N -3.8964 -1.4607 -0.8022 0.44 -0.59 -1.86
H 5.3246 -0.6296 -1.6439 0.07 0.38 -0.23
```
Positions in Å, forces in eV/Å.

Summary:
Largest force on an atom ... 0.0651 Eh/bohr
Frontier orbital gap ... 0.200 hartree
Energy ... -60346.8514 eV
HOMO energy ... -1.16 eV
Net charge ... -2

=====

- What is the formula in the third record?
  C14H41BN3O7V

=====

- Which of these has the highest energy?
  C14H41BClN2O8